Record 1
Below is 8 unconnected molecules or ions with the total composition C80H48O24 in a non-equilibrium geometry, with properties calculated with ωB97M-V/def2-TZVPD.

XYZ file:
```
152
Properties=species:S:1:pos:R:3
C 22.75409 18.24469 19.50085
C 21.67954 17.66270 20.03898
C 21.83823 16.41776 20.88020
O 20.79544 15.80602 21.03501
C 23.15637 16.05654 21.40926
C 24.21220 16.75282 20.98826
C 24.07666 17.76992 19.89951
O 25.15196 18.15280 19.39883
O 25.46447 16.60645 21.40501
O 20.48300 18.17790 19.77180
H 22.70386 19.21391 19.05071
H 23.18036 15.19439 22.07917
H 26.00774 17.20368 20.89353
H 19.72372 17.60168 19.95840
C 21.87268 25.53715 15.43763
C 23.01277 25.29264 14.76707
C 23.90758 24.19353 15.32944
O 24.98456 23.99465 14.82186
C 23.36605 23.32235 16.30509
C 22.18785 23.46678 16.91867
C 21.39221 24.70064 16.59274
O 20.40326 24.88617 17.28631
O 21.63158 22.60982 17.76624
O 23.54381 26.07794 13.82108
H 21.16046 26.26291 15.14923
H 23.98870 22.44288 16.48864
H 20.89931 23.15849 18.16853
H 24.46937 25.80221 13.89770
C 20.53717 13.44352 11.37882
C 21.05873 13.81431 10.18531
C 21.49466 15.31017 10.13058
O 21.95593 15.73549 9.05766
C 21.28567 16.15153 11.34496
C 20.76455 15.61359 12.47765
C 20.16388 14.29905 12.46072
O 19.42771 14.03698 13.36035
O 20.71587 16.28075 13.62056
O 21.24856 13.06172 9.13441
H 20.34522 12.37948 11.46615
H 21.59253 17.17107 11.19757
H 20.00044 15.90940 14.18376
H 21.66164 13.56772 8.46012
C 24.10712 22.81055 19.99798
C 23.43258 21.88253 20.70410
C 24.21606 20.82141 21.44580
O 23.55780 20.08724 22.12087
C 25.67072 20.95003 21.46190
C 26.35073 21.86769 20.80073
C 25.55195 22.89953 20.09008
O 26.17988 23.83811 19.55849
O 27.70080 22.03992 20.75252
O 22.08805 21.63042 20.73438
H 23.70188 23.70780 19.51208
H 26.24360 20.17679 22.07879
H 27.80710 22.83316 20.21772
H 21.95036 20.87031 21.32491
C 27.82359 22.13534 17.37621
C 28.99871 21.46773 17.04521
C 28.90828 20.27943 16.33174
C 27.71589 19.64136 16.21644
C 26.57556 20.20068 16.82032
C 26.61540 21.44850 17.40503
C 25.19500 19.63655 16.55161
O 24.15114 20.00168 17.03993
C 25.18376 18.62640 15.45591
C 23.92370 18.21248 15.10696
C 23.78375 17.19273 14.21424
C 24.88722 16.48170 13.77997
C 26.19348 16.81754 14.20080
C 26.33319 17.91231 15.06407
C 27.64636 18.33141 15.59400
O 28.64183 17.63900 15.44408
H 27.86545 23.20088 17.61316
H 29.93706 21.93073 17.08798
H 29.84659 19.86505 15.95599
H 25.60654 21.84309 17.72184
H 23.06057 18.71464 15.51294
H 22.84913 16.94384 13.77660
H 24.78129 15.65159 13.12238
H 27.02851 16.14071 13.89733
C 28.43181 13.98737 15.41249
C 29.77190 14.41744 15.33850
C 30.56799 14.04164 14.22011
C 30.03586 13.26206 13.24284
C 28.68708 12.84199 13.19666
C 27.88064 13.22671 14.30913
C 28.04238 11.89190 12.19069
O 26.91581 11.42348 12.31173
C 28.95165 11.52841 11.07542
C 28.53702 10.57279 10.13444
C 29.43179 10.18090 9.08680
C 30.62614 10.91047 8.88165
C 30.98131 11.86072 9.80711
C 30.22657 12.12577 10.94385
C 30.85880 12.96418 12.02853
O 31.91411 13.56517 11.80325
H 27.74460 14.25904 16.22735
H 30.18017 14.76078 16.26575
H 31.62299 14.34487 14.22392
H 26.85706 13.00816 14.42831
H 27.55139 10.03367 10.07857
H 29.17268 9.46281 8.41860
H 31.06785 10.83546 7.89598
H 31.88935 12.50446 9.74624
C 20.74334 19.71622 15.04813
C 20.87649 19.99180 16.39741
C 19.84440 19.59248 17.28759
C 18.70692 18.94398 16.77562
C 18.61439 18.59103 15.43232
C 19.60217 19.00284 14.56776
C 17.45865 17.77574 14.97187
O 17.49810 17.31746 13.84561
C 16.31464 17.61063 15.94049
C 15.14479 17.02520 15.58484
C 14.10966 16.78443 16.53060
C 14.32351 17.21962 17.78302
C 15.43032 17.93975 18.14920
C 16.46687 18.00564 17.25020
C 17.68664 18.69407 17.79382
O 17.78472 18.99727 18.94586
H 21.60560 20.00213 14.43781
H 21.69529 20.52394 16.85647
H 19.84611 19.84437 18.30615
H 19.61441 18.76998 13.49896
H 15.09887 16.72668 14.53147
H 13.18185 16.29985 16.17168
H 13.43456 17.03829 18.36941
H 15.54304 18.26360 19.21914
C 39.09183 20.18179 12.48598
C 38.40311 21.36118 12.20238
C 37.03086 21.43252 12.44558
C 36.48718 20.30896 13.03299
C 37.17678 19.11904 13.33437
C 38.51879 19.05857 13.02239
C 36.48835 18.06873 13.96977
O 37.15364 17.10743 14.41023
C 35.05044 18.12841 14.26825
C 34.25444 17.06645 14.68857
C 32.91318 17.21794 14.76093
C 32.22270 18.43259 14.70734
C 33.00518 19.55747 14.38944
C 34.34344 19.27372 14.00919
C 35.04769 20.38309 13.33213
O 34.42643 21.34352 12.97829
H 40.19794 20.20577 12.29958
H 38.94917 22.11223 11.67308
H 36.47023 22.41626 12.31033
H 39.11740 18.16208 13.13142
H 34.70860 16.09170 14.77503
H 32.35248 16.29934 14.90997
H 31.14801 18.47239 14.70734
H 32.61668 20.57301 14.24687
```

Summary:
Kohn-Sham gap	0.286	Ha
ΔE to the lowest compared entry with this formula, charge and spin	116.5	kJ/mol
LUMO energy	-1.81	eV
largest force on an atom	4.8	eV/Å
SMILES	O=C1c2ccccc2C(=O)c2ccccc21.O=C1c2ccccc2C(=O)c2ccccc21.O=C1c2ccccc2C(=O)c2ccccc21.O=C1c2ccccc2C(=O)c2ccccc21.O=C1C=C(O)C(=O)C=C1O.O=C1C=C(O)C(=O)C=C1O.O=C1C=C(O)C(=O)C=C1O.O=C1C=C(O)C(=O)C=C1O
HOMO	-0.3527	Ha
charge	0

=====

Record 2
Below is 9 unconnected molecules or ions with the total composition C81H171N9O9 in a non-equilibrium geometry, with properties calculated with ωB97M-V/def2-TZVPD.

XYZ file:
```
270
Properties=species:S:1:pos:R:3
C 15.52370 22.71928 12.78903
C 14.26527 22.07427 13.44957
C 14.50393 21.24936 14.70894
C 13.24730 21.04914 15.59443
C 12.73601 22.35957 16.05162
C 12.32087 23.20987 14.85475
N 13.50478 23.31536 13.94544
O 13.19005 24.22202 12.94539
C 11.03062 22.72203 14.22874
C 12.02579 24.56286 15.36261
C 13.42867 21.18702 12.41201
H 15.31796 23.26788 11.88880
H 16.17202 21.94910 12.45583
H 15.96698 23.38612 13.49630
H 14.85634 20.26270 14.34343
H 15.36202 21.57776 15.26017
H 13.42100 20.44358 16.46948
H 12.44354 20.50508 14.96877
H 13.42066 23.02724 16.61491
H 11.89204 22.26716 16.68977
H 10.96545 21.71686 13.74984
H 10.21723 22.80331 14.99481
H 10.69428 23.44736 13.50854
H 11.55271 25.24371 14.60016
H 11.28263 24.51680 16.16794
H 12.92467 25.05383 15.83288
H 14.12251 20.48554 11.90896
H 12.83346 21.70580 11.63193
H 12.67235 20.54337 12.85291
H 12.71372 23.78940 12.22853
C 10.34483 19.43127 17.93212
C 10.84189 18.28751 18.81533
C 9.61268 17.39167 18.96006
C 9.99617 16.01917 19.57183
C 11.00943 15.32787 18.63684
C 12.27172 16.19214 18.32856
N 11.78657 17.54991 17.91920
O 12.93200 18.32114 17.65481
C 13.23532 16.26460 19.48039
C 12.93671 15.62340 17.05181
C 11.35076 19.01968 20.04812
H 9.67128 20.06617 18.54436
H 9.85150 19.04943 17.05242
H 11.11914 20.07272 17.59609
H 8.93376 17.91805 19.62538
H 9.14514 17.32818 18.00499
H 9.09776 15.39549 19.67205
H 10.36180 16.12754 20.59566
H 10.47446 15.01480 17.74044
H 11.33290 14.40813 19.20820
H 14.13480 16.74163 19.17373
H 12.76981 16.76463 20.29219
H 13.44003 15.22937 19.88648
H 12.17429 15.55768 16.25170
H 13.74071 16.22137 16.72412
H 13.29343 14.56408 17.10689
H 11.91958 18.42717 20.81693
H 10.41498 19.36898 20.51115
H 11.84665 19.93815 19.65611
H 12.77457 18.67951 16.74757
C 14.37620 17.26883 24.90596
C 13.30970 18.34196 25.30620
C 13.49861 19.47202 24.32054
C 12.39907 20.49635 24.33314
C 11.01610 19.86295 24.06699
C 10.82321 18.73016 25.05808
N 11.98406 17.82446 24.96370
O 11.68071 16.68044 25.72885
C 10.45889 19.21466 26.46137
C 9.56567 17.92344 24.51985
C 13.52318 18.68354 26.78433
H 15.36856 17.72890 25.10462
H 14.36035 17.08999 23.78055
H 14.37725 16.31255 25.40474
H 14.44490 19.91046 24.48796
H 13.54191 19.00513 23.33438
H 12.55041 21.29138 23.58572
H 12.31500 20.94615 25.32286
H 11.04864 19.48973 23.02620
H 10.12030 20.43277 24.18155
H 10.46773 18.29928 27.08083
H 11.22273 19.86228 26.88874
H 9.52577 19.82528 26.42182
H 9.43354 17.07165 25.18227
H 8.67621 18.53844 24.49890
H 9.83917 17.60122 23.52506
H 13.04032 19.61945 27.06539
H 14.57841 18.80412 27.07004
H 13.20357 17.88326 27.43137
H 11.34655 16.05658 25.08703
C 21.03962 17.19590 15.98638
C 21.02942 18.57389 15.33728
C 20.81294 19.66038 16.40115
C 21.08624 20.99027 15.84488
C 22.47341 21.10393 15.30694
C 22.85432 20.05766 14.18660
N 22.47403 18.76280 14.75947
O 22.66558 17.82880 13.70247
C 22.29744 20.38284 12.83738
C 24.39340 20.08173 14.03995
C 19.91088 18.64196 14.32178
H 20.11000 17.03074 16.51445
H 21.92256 17.06604 16.59170
H 21.05091 16.39656 15.25041
H 19.82094 19.50236 16.74535
H 21.52444 19.45172 17.23130
H 20.96845 21.75724 16.61225
H 20.39595 21.37686 15.01159
H 23.17401 21.01225 16.19538
H 22.57453 22.10221 14.81716
H 22.19290 19.43047 12.25154
H 21.27509 20.85644 12.95933
H 22.92308 21.13499 12.31792
H 24.86906 19.49420 14.84338
H 24.59400 19.69842 13.07493
H 24.73792 21.11956 14.06801
H 19.90563 18.06677 13.44422
H 19.68726 19.63821 14.02376
H 18.92098 18.36140 14.76798
H 23.43663 17.28059 13.94539
C 17.67141 11.73536 18.44198
C 18.15258 12.84483 19.47112
C 19.62230 12.86043 19.52164
C 20.25105 14.14092 20.09082
C 19.70585 15.34548 19.37327
C 18.14671 15.44109 19.28871
N 17.67102 14.15317 18.86683
O 16.19564 14.10245 18.83376
C 17.60474 15.82203 20.65386
C 17.78530 16.51356 18.23234
C 17.66434 12.47550 20.83888
H 18.12811 10.76511 18.81098
H 18.20692 11.99753 17.50529
H 16.53705 11.75747 18.37296
H 20.04784 11.89544 19.91142
H 19.80795 12.93399 18.47639
H 21.28058 14.01146 19.93842
H 20.14825 14.33449 21.17776
H 19.96323 15.18977 18.30204
H 20.13038 16.30885 19.66549
H 17.48019 16.87670 20.83814
H 16.59441 15.43701 20.82910
H 18.20147 15.43718 21.48076
H 16.70804 16.71386 18.36929
H 18.18582 17.45858 18.48059
H 17.93661 16.14043 17.21887
H 18.05498 13.17276 21.58319
H 18.14142 11.57549 21.07573
H 16.57414 12.21148 20.84521
H 16.04929 14.10442 17.86383
C 16.86938 25.26658 16.87082
C 16.05311 26.52375 17.16685
C 15.15918 26.89069 16.00354
C 14.23869 28.05151 16.34350
C 13.28063 27.70248 17.46952
C 14.07275 27.08355 18.73837
N 15.12433 26.15286 18.28282
O 15.90456 26.00885 19.49675
C 14.63525 28.29947 19.51343
C 12.98396 26.18898 19.47747
C 17.09916 27.60475 17.40142
H 17.52112 25.41744 15.97966
H 16.15986 24.44393 16.72388
H 17.54562 25.01969 17.65123
H 15.77958 27.14411 15.11178
H 14.58057 26.07792 15.59046
H 13.66419 28.42253 15.47366
H 14.79686 28.93483 16.60793
H 12.51486 26.91127 17.22917
H 12.70297 28.51556 17.91232
H 15.56626 28.64565 19.10874
H 13.94073 29.11135 19.41829
H 14.77479 28.09965 20.58896
H 13.36859 25.90293 20.45710
H 12.09988 26.74558 19.63310
H 12.82166 25.33859 18.80103
H 17.61783 27.47439 18.35370
H 16.65405 28.59378 17.38812
H 17.89980 27.63960 16.64858
H 16.09973 25.06591 19.55445
C 7.19705 24.49006 20.93663
C 8.16933 23.84529 21.93710
C 9.42251 23.55316 21.22027
C 10.60513 23.17962 22.12670
C 10.96400 24.29650 23.03505
C 9.73008 24.78013 23.88682
N 8.58597 24.89793 22.95234
O 7.49215 25.19170 23.88544
C 9.38291 23.73603 24.98827
C 10.11272 26.11455 24.41617
C 7.55640 22.61363 22.70889
H 7.47333 25.48371 20.65184
H 6.19318 24.53677 21.37528
H 7.11413 23.89835 19.98274
H 9.13691 22.66809 20.65964
H 9.58304 24.30338 20.42676
H 11.48508 22.93462 21.48460
H 10.31633 22.26721 22.67532
H 11.33428 25.22048 22.58427
H 11.74185 23.93440 23.71104
H 9.84223 23.96414 25.94348
H 8.36505 23.74948 25.18522
H 9.69626 22.78224 24.67172
H 9.47820 26.39433 25.31540
H 11.13307 26.01240 24.75164
H 10.08131 26.87932 23.66435
H 7.19906 21.83340 21.99315
H 6.71393 22.94697 23.24965
H 8.29220 22.09531 23.32723
H 7.08368 26.01925 23.61501
C 18.35258 20.81811 19.23414
C 16.86965 20.85431 19.36938
C 16.34204 19.77614 20.29134
C 14.82443 19.80450 20.64424
C 14.57198 21.11684 21.28542
C 15.07570 22.35231 20.57153
N 16.49259 22.11885 20.09079
O 16.88736 23.24663 19.28605
C 14.14570 22.86419 19.44042
C 15.22018 23.41784 21.64788
C 16.21410 20.68352 17.94900
H 18.72340 20.80465 20.27108
H 18.87164 21.62805 18.67688
H 18.65648 19.88219 18.78740
H 16.51697 18.73237 19.92549
H 16.88583 19.78552 21.24065
H 14.62894 18.96051 21.24609
H 14.29517 19.69642 19.69264
H 14.93957 21.02121 22.26337
H 13.49719 21.20906 21.43514
H 14.31652 22.51152 18.44945
H 13.10132 22.56566 19.67960
H 14.19969 23.91358 19.22851
H 15.87938 23.26739 22.46958
H 15.59588 24.36908 21.21843
H 14.27408 23.75909 21.97281
H 16.47880 21.56729 17.34048
H 15.17268 20.60196 18.12669
H 16.58754 19.83003 17.39079
H 16.61361 22.88177 18.43855
C 20.67054 24.56761 22.93417
C 20.56383 23.26654 22.09032
C 21.83133 22.45605 22.29417
C 22.03883 21.77122 23.64869
C 20.83657 20.81693 23.89007
C 19.47698 21.56897 23.78776
N 19.49508 22.36044 22.52029
O 18.24416 22.95095 22.45634
C 18.34152 20.58906 23.72090
C 19.38804 22.43010 25.11144
C 20.37746 23.50460 20.57358
H 21.48370 25.13299 22.50436
H 20.82469 24.41722 23.97172
H 19.77268 25.17760 22.81273
H 21.80992 21.57511 21.65642
H 22.65623 23.06579 21.85196
H 22.17733 22.46580 24.50764
H 22.94179 21.12072 23.54896
H 20.97339 20.45774 24.90408
H 20.92955 20.08611 23.11269
H 17.35523 21.12061 23.75489
H 18.43677 19.98857 22.78452
H 18.46327 19.86444 24.58428
H 19.16346 21.67914 25.85634
H 20.35721 22.90267 25.31102
H 18.59290 23.16191 25.01880
H 20.56798 22.53400 20.13197
H 21.17166 24.22172 20.19078
H 19.45317 23.95196 20.31156
H 17.84932 22.61842 21.57907
```

Summary:
Kohn-Sham gap	0.298	Ha
ΔE to the lowest compared entry with this formula, charge and spin	461.8	kJ/mol
LUMO energy	0.32	eV
largest force on an atom	3.5	eV/Å
SMILES	CC1(C)CCCC(C)(C)N1O.CC1(C)CCCC(C)(C)N1O.CC1(C)CCCC(C)(C)N1O.CC1(C)CCCC(C)(C)N1O.CC1(C)CCCC(C)(C)N1O.CC1(C)CCCC(C)(C)N1O.CC1(C)CCCC(C)(C)N1O.CC1(C)CCCC(C)(C)N1O.CC1(C)CCCC(C)(C)N1O
HOMO	-0.2866	Ha
charge	0

=====

Which of these has the lowest ΔE to the lowest compared entry with this formula, charge and spin? C80H48O24

=====

Look up the HOMO of the second one. -0.2866 Ha

=====

The lowest Kohn-Sham gap belongs to which entry? C80H48O24